# 1
The following is a quantum chemistry calculation of the molecule C5H7FO in a non-equilibrium geometry, from the OMol25 dataset.

Summary:
ΔE to the lowest compared entry with this formula, charge and spin	136.1	kJ/mol
LUMO	0.03425	hartree
E_HOMO	-7.83	eV
total charge	0
SMILES	CO/C=C/C=C/F
orbital gap	8.761	eV

```
14
Properties=species:S:1:pos:R:3:forces:R:3:mulliken_charge:R:1
C -2.41972 -0.64060 0.05169 0.9 -0.7 -1.2 -0.671
C -0.75030 1.01281 -0.02937 3.5 -1.0 0.4 0.187
C 0.29533 0.11861 0.04099 -1.2 0.6 -1.3 -0.072
C 1.68438 0.57730 0.06203 -0.2 -0.7 0.2 -0.370
C 2.68928 -0.30498 -0.01758 -1.6 0.6 0.2 -0.223
H -2.36651 -0.97799 1.07915 0.2 0.0 0.3 0.329
H -3.44008 -0.79518 -0.31532 0.2 0.6 0.1 0.231
H -1.73498 -1.25919 -0.59744 -0.9 0.4 0.7 0.252
H -0.47225 2.08015 -0.06288 -0.8 -0.4 0.2 0.305
H 0.14140 -0.93497 -0.28079 0.1 0.7 0.9 0.066
H 1.86687 1.65396 0.19666 0.2 -0.6 -0.2 0.247
H 2.60269 -1.39372 -0.04890 0.0 0.4 -0.1 0.327
O -2.02755 0.72522 -0.06127 -2.0 0.0 -0.2 -0.359
F 3.93146 0.13857 -0.01697 1.5 0.1 0.0 -0.249
```
Forces are in eV/Å.

---

# 2
The following is a quantum chemistry calculation of the molecule C5H7FO in a non-equilibrium geometry, from the OMol25 dataset.

Summary:
ΔE to the lowest compared entry with this formula, charge and spin	69.6	kJ/mol
LUMO	0.03559	hartree
E_HOMO	-9.46	eV
total charge	0
SMILES	F/C=C1\CCOC1
orbital gap	10.427	eV

```
14
Properties=species:S:1:pos:R:3:forces:R:3:mulliken_charge:R:1
C -1.92708 0.52944 -0.02580 -0.4 0.6 0.0 -0.270
C -0.65888 0.18134 -0.07064 0.0 -0.1 0.2 0.288
C 0.04401 -1.14845 -0.20876 0.2 0.8 0.2 -0.496
C 1.49012 -0.71253 0.16933 -1.1 -1.7 0.5 -0.429
C 0.44491 1.22224 0.01053 0.1 -0.2 -1.4 -0.677
H -2.26404 1.56728 0.06964 0.1 -0.4 -0.1 0.339
H -0.02706 -1.40145 -1.26174 0.2 -0.6 -0.1 0.265
H -0.31298 -1.92614 0.45342 -0.3 -0.2 -0.1 0.340
H 1.48437 -0.64220 1.29659 0.6 -0.3 -0.8 0.283
H 2.20888 -1.41960 -0.25641 0.2 0.3 0.5 0.323
H 0.59176 1.49265 1.03944 -0.1 0.8 0.5 0.310
H 0.28097 2.04053 -0.71444 0.2 -0.1 0.8 0.350
O 1.63178 0.53012 -0.39629 -0.1 1.2 -0.4 -0.365
F -2.98677 -0.31322 -0.10487 0.5 -0.1 0.1 -0.261
```
Forces are in eV/Å.

---

# 3
The following is a quantum chemistry calculation of the molecule C5H7FO in a non-equilibrium geometry, from the OMol25 dataset.

Summary:
ΔE to the lowest compared entry with this formula, charge and spin	270.8	kJ/mol
LUMO	0.04145	hartree
E_HOMO	-9.53	eV
total charge	0
SMILES	C=C[C@@H](F)[C@H]1CO1
orbital gap	10.662	eV

```
14
Properties=species:S:1:pos:R:3:forces:R:3:mulliken_charge:R:1
C 1.59317 0.51531 -0.26292 0.8 0.5 0.9 -0.862
C 0.77900 -0.16053 -0.99695 0.1 -0.6 -1.5 -0.077
C -1.83682 -0.37771 0.85661 1.4 -0.9 3.3 -0.440
C -1.45314 -1.05662 -0.33538 2.9 -5.8 -2.8 0.198
C 0.21764 -1.39618 -0.53105 -4.9 -2.6 -1.1 -0.070
O -1.62163 0.22594 -0.38541 -1.8 5.6 -0.2 -0.380
F 0.61418 -1.91192 0.65831 1.1 0.3 1.0 -0.305
H 2.10502 1.28601 -0.73810 0.8 1.7 -0.2 0.316
H 1.77949 0.26533 0.76116 0.3 -0.2 0.3 0.257
H 0.54225 0.15155 -2.03029 0.1 -0.4 0.6 0.300
H -2.79565 -0.46364 1.38003 0.0 0.3 -0.9 0.301
H -0.98156 -0.32716 1.61047 -1.1 0.5 -1.1 0.164
H -2.09269 -1.66670 -1.03244 0.4 0.4 1.1 0.280
H 0.32452 -2.26818 -1.26186 -0.2 1.3 0.6 0.319
```
Forces are in eV/Å.

---

# 4
The following is a quantum chemistry calculation of the molecule C5H7FO in a non-equilibrium geometry, from the OMol25 dataset.

Summary:
ΔE to the lowest compared entry with this formula, charge and spin	302.6	kJ/mol
LUMO	0.03629	hartree
E_HOMO	-9.90	eV
total charge	0
SMILES	C=C(F)[C@@H]1O[C@@H]1C
orbital gap	10.892	eV

```
14
Properties=species:S:1:pos:R:3:forces:R:3:mulliken_charge:R:1
C 1.64361 0.92297 -0.32487 0.9 2.3 -3.9 -1.107
C 1.32174 -0.47066 0.08629 1.8 0.5 -0.2 0.350
C -0.08347 -0.79838 0.29136 -0.8 -3.1 1.5 -0.046
C -1.32589 0.06015 0.22452 2.8 2.0 1.2 0.211
C -2.36614 -0.28829 -0.41568 -5.6 1.3 1.3 -0.684
H 0.74233 1.51093 -0.13190 0.5 0.3 0.4 0.290
H 2.60009 1.47068 -0.02792 -1.4 -1.2 0.5 0.286
H 1.75521 1.11553 -1.51985 -0.4 -1.1 2.4 0.225
H 2.11720 -1.26735 -0.11259 -1.4 0.9 0.4 0.318
H -0.16928 -1.96874 0.49859 -1.0 2.3 -1.5 0.244
H -2.17197 -1.22764 -0.78297 -0.7 -2.1 -1.5 0.343
H -3.47572 0.13572 -0.09292 3.2 -1.0 -1.6 0.246
O 0.69943 -0.43695 1.37096 1.8 0.2 1.3 -0.413
F -1.28715 1.24202 0.93698 0.3 -1.3 -0.4 -0.261
```
Forces are in eV/Å.

---

# 5
The following is a quantum chemistry calculation of a structure of composition C5H7HgN3OSbSe4 in a non-equilibrium geometry, from the OMol25 dataset.

Summary:
LUMO (spin up / spin down)	0.14217 / 0.14204	hartree
E_HOMO (spin up / spin down)	0.24 / -0.65	eV
total charge	-2
spin multiplicity	2
orbital gap (spin up / spin down)	3.626 / 4.518	eV

```
22
Properties=species:S:1:pos:R:3:forces:R:3:mulliken_charge:R:1
Hg 1.47130 1.42198 -1.43738 -0.3 -0.1 0.5 0.742
Se 4.28785 -0.10701 -5.54367 -0.1 0.0 0.0 -0.754
Sb 3.89168 1.36862 -3.62926 0.0 -0.1 0.0 0.653
Se 1.11276 2.71206 -3.37511 -0.3 1.0 -1.3 -0.861
Se 3.22852 -0.15714 -1.03637 1.2 -0.9 0.4 -1.041
Se 5.79350 2.85941 -3.28453 -0.1 0.0 0.0 -0.738
C -2.86957 1.13284 2.12867 0.0 0.1 0.0 -0.927
N -1.92333 0.19708 1.55850 0.0 0.0 0.0 0.108
C -1.85368 -1.09455 1.94738 0.0 -0.1 -0.1 0.017
C -0.99003 -1.95844 1.37424 0.0 -0.1 0.2 -0.866
C -0.15396 -1.44599 0.32410 -0.1 0.3 -0.1 0.809
N -0.20448 -0.17781 -0.02808 -0.3 0.1 0.0 -0.371
C -1.00284 0.71247 0.59893 -0.2 0.0 0.2 0.441
O -0.99966 1.91705 0.41091 -0.1 -0.2 0.0 -0.658
N 0.68005 -2.23691 -0.35456 0.0 0.0 -0.2 -0.256
H -3.55766 0.60639 2.78940 0.0 -0.1 0.0 0.300
H -3.42779 1.61215 1.32537 0.0 0.0 0.0 0.290
H -2.34675 1.91208 2.68349 0.0 0.0 0.0 0.282
H -2.52714 -1.39181 2.74172 0.0 0.0 0.0 0.291
H -0.92524 -2.98850 1.69253 0.0 0.0 0.0 0.291
H 0.90244 -3.14314 0.01571 0.0 0.0 0.0 0.242
H 1.41404 -1.75084 -0.90200 0.1 0.0 0.1 0.004
```
Forces are in eV/Å.

---

# 6
The following is a quantum chemistry calculation of the molecule C5H7I in a non-equilibrium geometry, from the OMol25 dataset.

Summary:
ΔE to the lowest compared entry with this formula, charge and spin	169.0	kJ/mol
LUMO	0.02931	hartree
E_HOMO	-8.93	eV
total charge	0
SMILES	CCC1(I)C=C1
orbital gap	9.731	eV

```
13
Properties=species:S:1:pos:R:3:forces:R:3:mulliken_charge:R:1
C 0.53714 0.93011 -1.25927 -2.7 0.2 -0.2 -1.290
C 0.28502 1.00561 0.24309 1.6 -2.5 0.1 -0.314
C -0.15700 -1.78043 0.10523 -1.0 0.9 1.5 -0.399
C -1.32640 -1.24965 0.41899 6.7 0.5 -1.0 -0.557
C -0.13313 -0.40827 0.77783 -1.1 -0.7 0.1 0.120
I 0.08832 -0.46590 2.98432 0.2 0.2 -0.1 -0.100
H 1.46826 0.44556 -1.35440 0.8 -0.8 -1.0 0.345
H 0.59567 1.95306 -1.54275 0.6 0.9 -0.7 0.412
H 1.33279 1.14931 0.68256 -1.7 0.4 -0.2 0.288
H -0.41592 1.79163 0.48528 -0.1 0.0 0.5 0.417
H 0.36712 -2.73791 0.00672 -0.1 0.7 -0.4 0.295
H -0.34329 0.53903 -1.91252 1.7 0.1 1.3 0.287
H -2.29859 -1.17215 0.36491 -4.9 -0.1 0.0 0.496
```
Forces are in eV/Å.

---

# 7
The following is a quantum chemistry calculation of a structure of composition C5H7IN2O in a non-equilibrium geometry, from the OMol25 dataset.

Summary:
ΔE to the lowest compared entry with this formula, charge and spin	189.8	kJ/mol
LUMO	-0.03176	hartree
E_HOMO	-8.35	eV
total charge	0
orbital gap	7.488	eV

```
16
Properties=species:S:1:pos:R:3:forces:R:3:mulliken_charge:R:1
C 1.30303 0.10888 -0.88004 3.0 -0.6 -1.5 -0.565
C 0.03718 0.45645 -0.34491 -0.7 -0.4 1.0 0.401
C 1.54241 -1.29086 -0.26283 2.3 -0.9 -1.7 0.448
C -0.99217 1.32221 -0.93718 -0.6 -1.9 1.2 -1.162
C -1.31227 -0.56684 1.51180 1.0 -0.6 0.8 -0.787
N -0.18353 -0.45892 0.58767 -1.5 0.9 -0.1 0.940
N 0.66709 -1.43578 0.72548 0.6 -1.7 1.1 -1.044
O 2.41726 -2.07271 -0.62447 -0.8 0.7 0.3 -0.627
I 2.89525 1.15150 0.24917 -0.2 0.3 0.0 0.113
H 1.71996 0.24901 -1.92941 -1.3 -0.1 1.3 0.501
H -1.13205 0.83891 -1.90280 -1.1 0.0 -0.1 0.274
H -0.61877 2.25461 -1.16867 0.7 2.3 -0.1 0.372
H -1.83656 1.33865 -0.21120 0.2 0.3 -1.4 0.263
H -0.85000 -0.91802 2.52881 -0.9 1.2 -1.8 0.283
H -1.70254 0.45456 1.46378 -0.8 -0.7 0.9 0.310
H -1.95428 -1.43165 1.19479 0.3 1.2 0.1 0.279
```
Forces are in eV/Å.

---

# 8
The following is a quantum chemistry calculation of the molecule C5H7IN2S in a non-equilibrium geometry, from the OMol25 dataset.

Summary:
ΔE to the lowest compared entry with this formula, charge and spin	620.4	kJ/mol
LUMO (spin up / spin down)	-0.04775 / -0.03370	hartree
E_HOMO (spin up / spin down)	-8.15 / -7.75	eV
total charge	0
orbital gap (spin up / spin down)	6.847 / 6.833	eV

```
16
Properties=species:S:1:pos:R:3:forces:R:3:mulliken_charge:R:1
C 1.94040 -1.29866 -0.03150 1.7 -0.5 -0.6 0.194
C 2.65466 -0.27788 0.48075 -0.2 1.3 0.5 -0.440
C -0.30153 0.37107 -0.06282 0.1 -0.2 0.2 -0.209
C -1.56162 -1.81562 0.03204 -2.7 -0.4 1.0 -0.664
C -0.81610 2.88914 -0.06603 -0.1 0.5 -0.3 -0.744
N 0.71909 -1.70858 -0.04224 -1.6 -1.9 -0.8 -0.802
N -0.38637 -0.95337 -0.10070 0.1 0.5 0.4 0.661
S -1.64807 1.33889 0.36524 0.7 -0.6 -0.3 -0.054
I 4.55223 0.35446 0.02242 -0.5 -0.2 -0.1 0.145
H 2.55490 -2.16085 -0.36422 0.2 0.4 0.3 0.322
H -2.47638 -1.11954 0.17040 1.5 -1.2 -0.2 0.208
H -1.84582 -2.57108 -0.79770 1.2 1.6 1.0 0.252
H -1.43360 -2.42284 0.98462 -0.2 0.8 -1.2 0.274
H 0.05933 3.05298 0.63813 -1.6 0.4 -0.6 0.275
H -1.66522 3.65669 -0.19390 1.8 -0.8 0.5 0.312
H -0.34592 2.66521 -1.03448 -0.4 0.4 0.2 0.271
```
Forces are in eV/Å.

---

# 9
The following is a quantum chemistry calculation of the molecule C5H7IS in a non-equilibrium geometry, from the OMol25 dataset.

Summary:
ΔE to the lowest compared entry with this formula, charge and spin	0.0	kJ/mol
LUMO (spin up / spin down)	0.02660 / -0.10759	hartree
E_HOMO (spin up / spin down)	-6.37 / -9.09	eV
total charge	0
spin multiplicity	3
orbital gap (spin up / spin down)	7.090 / 6.165	eV

```
14
Properties=species:S:1:pos:R:3:forces:R:3:mulliken_charge:R:1
C 0.16254 1.34420 -1.35449 -1.8 0.5 -3.4 -0.478
C -0.09293 2.28418 -0.45126 0.6 -0.7 1.3 -0.276
C 0.12512 -0.05984 -0.81101 3.1 -2.0 -1.2 -0.131
C -0.53124 0.05977 0.45061 0.2 -1.1 4.1 -0.099
C -0.50165 -1.04409 1.53281 -1.4 -0.2 -2.6 -1.201
S -0.22629 1.60340 1.18774 -0.9 0.2 -1.3 -0.093
I -3.11626 0.04819 -0.15610 -1.4 0.2 -0.2 0.052
H 0.01322 1.60434 -2.48984 0.9 -0.7 2.3 0.223
H -0.24952 3.32790 -0.48952 0.1 0.8 -0.7 0.433
H -0.07850 -1.06679 -1.42962 -0.1 2.7 1.0 0.253
H 1.22061 -0.25506 -0.44780 -0.9 0.0 -0.9 0.221
H -1.44041 -1.10402 2.10454 0.6 0.5 0.3 0.330
H 0.39906 -0.90101 2.06439 0.8 -0.3 1.2 0.421
H -0.50825 -1.99552 0.98432 0.4 0.0 0.3 0.344
```
Forces are in eV/Å.

---

# 10
The following is a quantum chemistry calculation of a structure of composition C5H7N, from the OMol25 dataset.

Summary:
ΔE to the lowest compared entry with this formula, charge and spin	427.7	kJ/mol
LUMO (spin up / spin down)	-0.01621 / -0.01748	hartree
E_HOMO (spin up / spin down)	-8.13 / -8.10	eV
total charge	0
orbital gap (spin up / spin down)	7.691 / 7.625	eV

```
13
Properties=species:S:1:pos:R:3:forces:R:3:mulliken_charge:R:1
C -1.46790 -0.69091 0.17162 -0.1 0.2 0.0 -1.232
C -0.40067 -0.08928 -0.70314 0.3 0.3 0.4 0.460
C 1.16217 0.61514 0.24057 0.4 -0.1 0.2 -0.201
C 0.96643 -0.66855 -0.51623 0.2 -0.2 -0.1 -0.672
C -0.11718 1.47295 -0.24080 -0.9 -0.1 -0.2 0.144
N -0.65825 2.49566 -0.01474 0.4 -0.3 -0.2 -0.587
H -1.10606 -0.98831 1.16876 -0.1 0.1 -0.1 0.325
H -2.28958 0.01765 0.27691 0.0 -0.1 0.1 0.354
H -1.85138 -1.60232 -0.31719 0.3 0.2 0.0 0.312
H 1.11334 0.53688 1.32242 0.0 0.0 -0.1 0.271
H 1.99506 1.20650 -0.12861 -0.1 0.1 0.1 0.308
H 1.05012 -1.54073 0.13163 -0.2 -0.1 -0.2 0.237
H 1.60391 -0.76469 -1.39118 -0.1 0.0 0.0 0.280
```
Forces are in eV/Å.

---

# 11
The following is a quantum chemistry calculation of a structure of composition C5H7N in a non-equilibrium geometry, from the OMol25 dataset.

Summary:
ΔE to the lowest compared entry with this formula, charge and spin	427.7	kJ/mol
LUMO (spin up / spin down)	0.00132 / 0.00196	hartree
E_HOMO (spin up / spin down)	-7.98 / -8.03	eV
total charge	0
orbital gap (spin up / spin down)	8.019 / 8.083	eV

```
13
Properties=species:S:1:pos:R:3:forces:R:3:mulliken_charge:R:1
C -0.15660 -1.77897 -1.22808 -0.6 2.6 -2.0 -0.256
C 0.37059 -0.23931 -0.17690 -1.9 5.8 5.6 0.173
C 0.19751 0.97326 0.81139 1.6 -6.5 -2.0 -0.307
C 1.00607 -1.63678 -0.27784 2.9 -0.2 -0.2 -0.079
C -0.91311 2.01225 0.73829 -0.2 -2.1 -2.6 -0.864
N -0.57587 -0.48941 -1.15764 0.7 -3.1 -0.9 -0.487
H -0.40876 -2.41348 -2.12469 0.1 0.2 1.5 0.296
H 0.81668 0.73510 1.73716 -0.7 1.0 -1.2 0.265
H 1.17044 -2.38508 0.59798 -0.4 1.6 -1.4 0.277
H 2.06048 -1.48677 -0.87855 -2.5 -0.7 1.4 0.169
H -1.94628 1.53901 0.88566 1.4 0.6 -0.3 0.215
H -0.81474 2.35589 -0.34192 -0.7 0.0 1.4 0.235
H -0.80642 2.81430 1.41514 0.3 0.8 0.7 0.362
```
Forces are in eV/Å.

---

# 12
The following is a quantum chemistry calculation of a structure of composition C5H7N in a non-equilibrium geometry, from the OMol25 dataset.

Summary:
ΔE to the lowest compared entry with this formula, charge and spin	501.8	kJ/mol
LUMO	0.03656	hartree
E_HOMO	-7.82	eV
total charge	0
orbital gap	8.819	eV

```
13
Properties=species:S:1:pos:R:3:forces:R:3:mulliken_charge:R:1
C -0.95686 0.02060 -1.77323 0.0 -0.1 0.4 -1.111
C -0.31774 0.01762 -0.35945 0.8 -0.7 0.6 0.636
C 0.26373 -1.15830 0.05178 0.6 0.4 2.0 -0.599
C 1.32698 -0.67898 1.73213 -2.4 0.1 -2.9 -0.461
C 0.99565 0.59789 1.76236 -2.0 0.2 -2.5 -0.137
N -0.18961 1.06612 0.47523 1.2 -0.5 0.6 -0.380
H -2.00050 0.35884 -1.83587 0.3 0.1 0.4 0.318
H -0.37722 0.61402 -2.50061 0.0 -0.1 0.5 0.290
H -0.92516 -1.00807 -2.15103 0.0 0.2 0.2 0.320
H -0.46778 -1.98918 -0.02394 1.3 -0.3 0.2 0.214
H 2.03252 -1.34633 2.32040 -1.3 1.2 -1.0 0.312
H 1.08214 1.53957 2.26435 0.5 -0.1 0.4 0.378
H -0.46617 1.96620 0.03788 1.0 -0.4 1.0 0.222
```
Forces are in eV/Å.